# 1
5
Properties=species:S:1:pos:R:3 method="wB97M-V/def2-TZVPD" gap_ev=8.67 homo_ev=-11.363 lumo_ev=-2.69 charge=0
F 0.55 1.01 -1.13
F 0.57 -2.46 -0.30
F 0.82 0.42 1.33
Cl -1.88 0.84 0.06
Si -0.06 0.20 0.03

# 2
7
Properties=species:S:1:pos:R:3 method="wB97M-V/def2-TZVPD" gap_ev="8.31 / 6.06" homo_ev="-11.033 / -9.780" lumo_ev="-2.72 / -3.72" charge=0
H -0.44 1.22 1.32
P -0.09 -0.34 -0.15
Cl 2.68 0.93 1.30
F -0.39 -1.52 0.89
O -0.87 0.87 0.53
H -0.39 -0.30 -2.36
N -0.50 -0.87 -1.54

# 3
6
Properties=species:S:1:pos:R:3 method="wB97M-V/def2-TZVPD" gap_ev="10.34 / 7.36" homo_ev="-11.097 / -8.110" lumo_ev="-0.76 / -0.75" charge=0
H -0.11 0.61 -0.04
N -0.17 -0.26 -0.51
H -0.36 -1.07 0.03
F 3.54 0.81 -1.19
P 3.02 -0.74 -1.23
Cl 2.75 -0.74 -3.12

# 4
7
Properties=species:S:1:pos:R:3 method="wB97M-V/def2-TZVPD" gap_ev=10.62 homo_ev=-11.930 smiles="O=[N+]([O-])Cl.O=NF" lumo_ev=-1.31 charge=0
Cl 1.86 -1.66 -0.32
N -1.53 0.55 0.50
O 1.71 0.94 -0.40
F -1.79 -0.92 0.18
N 1.41 0.05 0.31
O 1.08 0.12 1.43
O -2.06 0.88 1.43

# 5
7
Properties=species:S:1:pos:R:3 method="wB97M-V/def2-TZVPD" gap_ev=6.06 homo_ev=-8.951 lumo_ev=-2.89 charge=0
O -0.67 1.18 1.92
F 0.96 -1.13 -2.33
Cl 0.09 0.40 1.00
O 1.47 0.81 1.02
O -0.47 0.64 -0.34
O 0.07 -1.01 1.27
Sr -1.44 -0.90 -2.54

# 6
19
Properties=species:S:1:pos:R:3 method="wB97M-V/def2-TZVPD" gap_ev=6.96 homo_ev=-3.805 lumo_ev=3.16 charge=-1
H -2.03 -0.96 -1.30
H -1.16 1.33 -1.22
H -0.31 0.81 2.15
H 1.37 0.52 -2.55
O 1.39 -0.20 -3.17
O 3.11 -0.08 2.03
H -0.50 2.61 -1.70
O -0.48 1.61 -1.71
H 3.02 -0.64 1.23
H -2.53 -1.79 1.98
H -1.27 -1.69 2.94
O -1.81 -1.18 2.32
H 2.54 0.65 1.74
O -0.43 1.52 1.51
H 0.55 -0.59 -3.16
Cl 1.51 -1.41 -0.89
H -0.70 0.92 0.75
O -1.61 -0.64 -0.45
H -0.67 -0.79 -0.50

# 7
6
Properties=species:S:1:pos:R:3 method="wB97M-V/def2-TZVPD" gap_ev="5.88 / 5.90" homo_ev="-2.387 / -2.396" lumo_ev="3.49 / 3.50" charge=-1
N -0.43 0.95 -1.28
O -0.59 -1.21 1.16
N 0.46 -0.75 0.66
H -1.06 0.44 -0.71
H 0.14 0.13 -1.60
Cl 1.48 0.44 1.76

# 8
6
Properties=species:S:1:pos:R:3 method="wB97M-V/def2-TZVPD" gap_ev="9.19 / 8.00" homo_ev="-8.873 / -8.223" smiles="N/N=N/Cl" lumo_ev="0.32 / -0.22" charge=0
Cl -2.76 0.00 -0.02
N 1.07 0.13 0.07
H 1.77 0.78 -0.25
N -0.13 0.56 -0.01
N -1.25 -0.63 -0.01
H 1.30 -0.85 0.21

# 9
8
Properties=species:S:1:pos:R:3 method="wB97M-V/def2-TZVPD" gap_ev="4.72 / 4.80" homo_ev="0.159 / 0.074" lumo_ev="4.88 / 4.87" charge=-2
H 1.92 2.37 0.15
O 3.33 1.43 1.12
N 2.41 1.46 0.25
N 1.97 0.58 -0.55
N 2.90 -2.10 -0.24
O 2.19 -3.00 0.22
Cl -17.15 -0.39 -0.57
H 2.42 -0.35 -0.39

# 10
7
Properties=species:S:1:pos:R:3 method="wB97M-V/def2-TZVPD" gap_ev="10.31 / 4.80" homo_ev="-10.786 / -7.181" lumo_ev="-0.47 / -2.38" charge=0
H -1.61 -1.17 -2.16
Si -0.30 -1.41 -1.63
O 2.51 -0.76 -0.08
Cl 0.12 -1.32 0.33
O 3.05 -0.78 2.04
H 0.70 -2.23 -2.34
N 3.26 -1.03 0.87

# 11
6
Properties=species:S:1:pos:R:3 method="wB97M-V/def2-TZVPD" gap_ev=7.10 homo_ev=-7.883 lumo_ev=-0.78 charge=0
H 2.00 0.81 -0.30
Cl -2.74 0.62 0.50
P 1.16 0.01 0.63
H 1.56 -1.23 0.18
N -0.23 -0.29 -0.24
P -1.76 0.08 -0.78

# 12
4
Properties=species:S:1:pos:R:3 method="wB97M-V/def2-TZVPD" gap_ev=8.69 homo_ev=-3.803 lumo_ev=4.89 charge=-1
H 0.25 -1.45 1.87
Cl 0.05 -0.54 0.72
H 0.91 -2.46 2.85
O 0.09 -1.94 2.70

# 13
6
Properties=species:S:1:pos:R:3 method="wB97M-V/def2-TZVPD" gap_ev=10.46 homo_ev=-9.663 smiles=OP(O)Cl lumo_ev=0.80 charge=0
P 0.56 -0.03 0.57
O -0.10 1.13 -0.51
H -0.27 1.93 -0.05
O -0.60 -1.19 0.18
Cl 1.99 -0.82 -0.43
H -1.58 -1.02 0.24

# 14
7
Properties=species:S:1:pos:R:3 method="wB97M-V/def2-TZVPD" gap_ev=9.46 homo_ev=-9.892 smiles="OP(O)(=S)Cl" lumo_ev=-0.44 charge=0
Cl 0.45 -1.29 1.58
H 1.51 0.78 -0.37
O -0.52 1.30 0.50
H -1.25 1.11 1.06
O 1.17 0.10 -1.06
P -0.06 -0.52 -0.24
S -1.31 -1.47 -1.47

# 15
8
Properties=species:S:1:pos:R:3 method="wB97M-V/def2-TZVPD" gap_ev=8.53 homo_ev=-9.595 lumo_ev=-1.06 charge=0
P 0.75 0.34 0.03
S -0.50 0.16 3.01
S 1.76 0.67 1.70
H -0.11 1.20 -0.40
H 0.01 -0.81 -0.30
O -0.86 -0.47 1.73
Cl 1.76 0.59 -1.61
O -0.91 1.51 3.22

# 16
50
Properties=species:S:1:pos:R:3 method="wB97M-V/def2-TZVPD" gap_ev=8.84 homo_ev=-6.631 lumo_ev=2.21 charge=-1
O 1.99 -1.67 1.86
H -0.08 2.92 4.06
O 1.81 4.28 -0.34
H 1.41 -3.21 -1.30
O -1.65 0.39 -3.59
H -3.20 -0.70 0.30
H -1.65 0.54 -2.64
O 0.00 -0.82 -0.77
H -1.87 -0.54 -3.61
H -1.09 0.17 3.15
H 2.96 1.28 -0.80
H -3.13 -1.90 -0.63
O -0.89 -2.63 1.67
H 3.13 -0.85 -1.79
O -1.19 1.24 -1.18
H -0.79 2.49 2.84
H 1.94 -0.72 1.98
O 3.48 2.08 -0.82
O 1.29 -2.26 -2.91
H 1.41 1.33 1.37
O -3.09 -1.69 0.34
H 2.05 -1.06 -0.82
H 4.05 1.92 -0.08
H -1.52 -2.19 1.12
O -3.56 1.09 0.41
O -0.47 2.13 3.66
Cl -0.22 0.57 -0.29
H -1.39 -3.32 2.15
H 1.15 1.32 2.84
H -1.69 3.00 -0.97
O -1.51 -0.59 3.55
O -0.82 0.53 1.06
H -2.68 1.35 0.58
H -0.78 3.96 -1.68
O -1.46 3.87 -1.05
H -4.00 1.15 1.23
H 1.09 -3.92 0.04
H 1.44 3.37 -0.39
H 2.13 -2.45 -3.31
H -1.27 -1.25 2.88
O 1.80 1.04 2.22
H -1.80 -3.17 -2.38
O 2.87 -0.59 -0.92
H 1.24 -1.90 1.30
H 2.46 4.36 -1.00
H 1.14 -1.36 -3.21
O 1.03 1.34 -0.31
O 1.78 -3.43 -0.39
H -0.72 -2.31 -1.73
O -1.09 -3.19 -1.68

# 17
6
Properties=species:S:1:pos:R:3 method="wB97M-V/def2-TZVPD" gap_ev="7.35 / 7.35" homo_ev="-9.254 / -9.253" lumo_ev="-1.90 / -1.90" charge=0
H 0.59 1.14 0.84
N 0.84 0.81 -0.09
N -1.02 -0.72 0.09
H -0.86 -1.10 -0.84
H -1.70 0.03 0.00
Cl 2.16 -0.16 0.00

# 18
7
Properties=species:S:1:pos:R:3 method="wB97M-V/def2-TZVPD" gap_ev=9.59 homo_ev=-9.133 smiles=SNPCl lumo_ev=0.46 charge=0
S -0.59 -0.74 -1.58
H 0.73 -1.13 -2.11
H -0.20 1.31 -0.77
Cl 0.70 -1.37 1.71
P -0.64 0.14 1.22
N -0.02 0.43 -0.39
H 0.02 1.36 1.91

# 19
6
Properties=species:S:1:pos:R:3 method="wB97M-V/def2-TZVPD" gap_ev="8.28 / 6.12" homo_ev="-7.558 / -9.998" lumo_ev="0.72 / -3.87" charge=0 spin_multiplicity=3
H -1.68 0.42 0.15
P -0.39 0.46 0.69
H -0.26 -0.94 0.59
P 0.56 0.66 -1.22
Cl 1.07 3.21 -1.14
H 1.84 0.42 -0.70

# 20
6
Properties=species:S:1:pos:R:3 method="wB97M-V/def2-TZVPD" gap_ev=7.35 homo_ev=-8.452 lumo_ev=-1.10 charge=0
H -0.25 0.83 1.52
S 1.86 -1.22 -0.20
H 0.92 -2.20 -0.17
H 0.15 1.71 -0.72
Si -0.46 0.80 0.15
Cl -2.22 0.08 -0.59

no.,total energy (Eh)
1,-1049.3478
2,-1032.5742
3,-957.2936
4,-895.0583
5,-891.4579
6,-918.8824
7,-646.0130
8,-625.4919
9,-776.0150
10,-955.9366
11,-1198.7478
12,-536.6720
13,-953.2786
14,-1351.4530
15,-1749.5803
16,-1907.5766
17,-571.3121
18,-1256.2656
19,-1144.5585
20,-1149.6305